No. 1
The following is a quantum chemistry calculation of a single C6H12O molecule, from OMol25.

## Properties
SMILES string ... CC(C)[C@H]1O[C@H]1C
HOMO-LUMO gap ... 10.1 eV
ΔE to the lowest compared entry with this formula, charge and spin ... 257.9 kJ/mol
E_LUMO ... 1.1026 eV
E_HOMO ... -8.95 eV

Geometry as XYZ:
```
19
Properties=species:S:1:pos:R:3:forces:R:3:nbo_charge:R:1
C -1.70378 -0.83711 -0.83061 -0.137 -0.088 -0.169 -0.60
C -0.86719 0.17514 -0.06971 -0.065 -0.061 -0.368 -0.26
C -1.73906 0.93493 0.95339 0.061 -0.029 -0.047 -0.60
C 0.27635 -0.50909 0.62686 -0.225 0.116 -0.594 0.09
O 1.19028 -1.44749 0.09953 -0.002 -0.789 0.060 -0.49
C 1.78109 -0.20694 0.38965 -1.355 0.654 0.000 0.03
C 2.65341 0.33670 -0.77110 -0.481 0.109 0.315 -0.65
H -2.50069 -0.33769 -1.38736 0.008 -0.125 -0.020 0.21
H -1.06930 -1.39679 -1.52246 -0.164 0.019 -0.004 0.22
H -2.16290 -1.55184 -0.13540 0.052 0.090 -0.115 0.20
H -0.43106 0.90866 -0.75507 -0.206 -0.047 -0.171 0.20
H -2.18355 0.25228 1.69152 0.167 0.029 -0.183 0.20
H -2.57221 1.42733 0.43641 0.192 -0.083 0.049 0.21
H -1.19414 1.70870 1.50850 0.036 -0.185 -0.164 0.21
H -0.05859 -0.92755 1.60723 0.588 0.960 -0.159 0.17
H 1.86206 0.09331 1.41818 2.553 -0.653 0.688 0.19
H 2.37061 -0.13496 -1.72399 -0.202 0.184 0.409 0.23
H 3.72581 0.09099 -0.63674 -0.625 -0.070 0.357 0.23
H 2.62288 1.42142 -0.89885 -0.197 -0.030 0.117 0.22
```
Positions in Å, forces in eV/Å.

No. 2
The following is a quantum chemistry calculation of a molecular structure, C16H23IN2OPt, from OMol25.

## Properties
HOMO-LUMO gap (alpha / beta) ... 6.9 / 5.2 eV
Spin multiplicity ... 5
ΔE to the lowest compared entry with this formula, charge and spin ... 252.1 kJ/mol
E_LUMO (alpha / beta) ... -6.8253 / -10.6533 eV
Net charge ... +2
<S²> ... 6.05
E_HOMO (alpha / beta) ... -13.74 / -15.81 eV

Geometry as XYZ:
```
44
Properties=species:S:1:pos:R:3:forces:R:3:mulliken_spin:R:1
C 1.44705 -4.45154 0.48750 -0.180 -1.036 0.710 0.08
C 0.50873 -1.48857 -2.16990 -0.014 1.354 -2.690 0.45
H 2.47819 -4.56271 0.79010 0.115 0.015 -0.051 -0.01
H 1.42950 -4.06252 -0.60812 0.390 -0.760 0.298 0.03
H 0.87957 -5.38152 0.50686 0.291 0.051 -0.242 0.00
H 0.87159 -0.46408 -2.04000 -0.159 -0.557 0.006 -0.05
H 1.20825 -2.05120 -2.82363 -0.084 -0.071 0.255 0.08
H -0.48710 -1.49178 -2.63397 0.183 0.012 0.138 -0.01
C 2.18564 -0.14242 1.38036 -0.097 0.406 -0.940 0.07
C 2.36701 0.55215 2.58743 -0.059 0.740 0.154 0.17
C 2.23970 1.94265 2.57257 -0.091 0.077 -0.062 -0.04
C 1.80251 2.54927 1.39760 0.196 0.127 0.018 0.15
H 2.35807 -1.21693 1.33144 0.173 0.337 -0.007 0.02
H 2.63482 0.00403 3.47957 0.100 0.103 0.084 0.00
H 2.47667 2.55620 3.44459 -0.133 -0.299 -0.246 0.00
H 1.71504 3.62421 1.30571 -0.068 -0.097 0.403 0.01
N 1.81735 0.44921 0.25711 -0.190 -1.235 0.223 0.03
C 1.51566 1.74770 0.26087 -0.061 0.641 -1.014 0.08
C 0.89569 2.31482 -0.97290 0.498 0.028 1.158 0.13
N 0.39670 1.48076 -1.88267 -0.932 -0.105 -0.966 -0.01
C -0.24245 1.94808 -2.95949 0.851 -0.766 1.439 0.12
C 0.22541 4.21407 -2.32681 0.217 0.102 0.531 -0.04
C -0.32098 3.32898 -3.24832 0.239 0.285 0.257 0.17
H -0.70074 1.17534 -3.57672 0.140 0.336 -0.133 0.01
H -0.77399 3.66928 -4.17069 -0.049 0.042 0.075 0.00
C 0.80125 3.71746 -1.15350 -0.124 0.265 -0.431 0.14
H 1.22474 4.36631 -0.39984 -0.142 0.249 -0.262 0.00
H 0.20942 5.28838 -2.47709 -0.085 -0.151 -0.140 0.00
Pt 0.58429 -2.52679 -0.53780 0.404 -1.194 0.317 1.32
I 0.45805 -3.33032 2.05449 0.609 -0.635 0.311 0.22
C -1.77157 -0.76912 2.16256 0.530 -0.048 0.908 0.09
C -1.91007 -1.03501 0.67566 -0.251 -0.037 -0.672 -0.05
C -2.59926 -2.34197 0.35210 -0.143 -0.385 0.109 -0.01
C -2.75816 0.13810 0.17885 -0.416 0.888 -0.470 0.07
O -0.59496 -0.97050 0.08314 -2.148 1.664 1.367 0.75
H -2.76769 -0.73538 2.63365 0.388 0.010 -0.287 0.00
H -1.26243 0.19201 2.31187 -0.155 -0.229 0.118 0.00
H -1.18854 -1.55518 2.66335 -0.404 0.432 -0.010 0.00
H -3.60307 -2.35733 0.80037 0.288 -0.016 -0.190 0.00
H -2.69346 -2.46784 -0.73190 -0.042 0.013 0.162 0.00
H -2.03697 -3.18845 0.75775 -0.276 0.082 -0.132 0.00
H -2.35041 1.10951 0.50070 0.004 -0.360 -0.132 0.00
H -2.91208 0.17520 -0.90921 0.187 -0.244 0.283 0.00
H -3.75698 0.04741 0.64640 0.497 -0.033 -0.246 0.01
```
Positions in Å, forces in eV/Å.

No. 3
The following is a quantum chemistry calculation of 2 unconnected molecules or ions with the total composition C2H8N2S, from OMol25.

## Properties
SMILES string ... NN=S.CC
HOMO-LUMO gap (alpha / beta) ... 8.2 / 8.2 eV
ΔE to the lowest compared entry with this formula, charge and spin ... 196.3 kJ/mol
E_LUMO (alpha / beta) ... -0.1178 / -0.1171 eV
E_HOMO (alpha / beta) ... -8.32 / -8.32 eV

Geometry as XYZ:
```
13
Properties=species:S:1:pos:R:3:forces:R:3:nbo_charge:R:1
C -2.19480 -0.90825 0.10286 1.637 1.396 1.292 -0.60
C -0.79068 -0.39733 -0.28184 -1.968 4.108 -0.476 -0.59
N 2.97119 1.11759 -0.27725 -1.850 1.967 -0.751 -0.54
N 3.27168 -0.11874 -0.03309 -1.135 0.673 0.257 -0.31
S 4.75899 -0.54582 0.17261 1.210 -0.298 -0.169 0.10
H -2.77993 -1.27913 -0.69102 -0.623 -0.152 -1.045 0.21
H -2.06325 -1.67566 0.82317 -0.047 -1.031 0.639 0.20
H -2.66782 -0.09606 0.64808 -0.570 -0.016 -0.185 0.20
H -0.19185 -0.06047 0.59346 -0.168 -0.926 -0.618 0.21
H -0.36412 -1.02472 -0.99263 1.457 -1.205 -0.722 0.21
H 3.59601 1.88759 -0.60117 0.174 -1.264 0.650 0.37
H 1.95670 1.40426 -0.30648 1.567 -1.095 0.004 0.38
H -0.94593 0.64060 -0.87951 0.316 -2.157 1.123 0.17
```
Positions in Å, forces in eV/Å.

No. 4
The following is a quantum chemistry calculation of a molecular structure, C10H17Cl2N4O4Sc, from OMol25.

## Properties
HOMO-LUMO gap ... 9.5 eV
ΔE to the lowest compared entry with this formula, charge and spin ... 11.2 kJ/mol
E_LUMO ... -6.4543 eV
Net charge ... +2
E_HOMO ... -15.94 eV

Geometry as XYZ:
```
38
Properties=species:S:1:pos:R:3:forces:R:3:nbo_charge:R:1
Sc -0.27045 -0.26451 0.39921 -0.126 0.154 -0.258 1.57
C 3.25775 1.41757 -1.33605 0.014 -0.011 -0.054 -0.64
C 2.12574 1.62315 -0.35999 -0.003 -0.013 0.163 0.17
C 2.42497 2.67253 0.69685 0.018 -0.007 -0.026 -0.64
O 1.83381 0.32702 0.33082 0.011 0.096 -0.125 -0.78
C 0.81165 1.97994 -1.06462 0.129 -0.061 0.143 0.77
O 0.77176 2.69356 -2.01567 -0.104 0.020 -0.013 -0.51
O -0.25853 1.41990 -0.47356 -0.048 -0.126 -0.025 -0.80
H 4.17832 1.15684 -0.81108 -0.002 0.009 0.005 0.22
H 3.42592 2.34652 -1.87807 0.003 -0.008 -0.009 0.27
H 3.02152 0.64226 -2.06489 -0.008 -0.001 0.010 0.23
H 3.33027 2.41580 1.25048 0.007 -0.004 -0.013 0.23
H 1.59404 2.78235 1.39378 -0.009 0.001 -0.002 0.22
H 2.59152 3.63147 0.20723 0.007 0.001 0.011 0.27
H 2.60666 0.08670 0.85731 -0.031 -0.043 0.048 0.52
N 0.02640 0.58897 3.85119 0.025 0.020 -0.003 -0.55
C -0.01941 0.32510 2.73562 -0.014 -0.009 -0.013 0.28
H 0.05806 0.82514 4.82898 -0.008 0.001 0.001 0.49
C -5.97195 -0.78760 -1.67649 -0.008 0.008 -0.008 -0.43
N -4.63597 -0.81844 -1.09114 -0.006 -0.010 0.037 -0.35
C -4.34603 -1.11119 0.30575 -0.001 -0.006 -0.010 -0.31
C -2.85785 -0.92760 0.29604 0.165 -0.003 0.158 0.67
O -2.05678 -1.00076 1.27206 -0.113 -0.047 -0.011 -0.69
N -2.40151 -0.61864 -0.90697 0.077 0.024 0.021 -0.62
C -3.50318 -0.51126 -1.71261 -0.025 0.019 -0.048 0.67
N -3.41839 -0.14040 -2.97525 0.045 -0.003 0.025 -0.73
H -6.66008 -1.27542 -0.99220 0.001 -0.003 -0.002 0.25
H -5.98605 -1.34021 -2.61561 0.006 -0.009 0.005 0.23
H -6.30736 0.23708 -1.83884 0.011 0.004 0.007 0.23
H -4.62373 -2.12851 0.59004 -0.001 -0.006 -0.018 0.27
H -4.83064 -0.41159 0.98993 -0.002 0.017 -0.016 0.27
H -2.52563 0.14294 -3.34491 -0.007 0.005 -0.014 0.44
H -4.23470 -0.01069 -3.55025 -0.004 -0.002 0.004 0.43
Cl 0.57747 -1.79396 -1.77205 0.020 -0.019 -0.061 0.09
C 1.52795 -2.88653 -0.73572 -0.025 0.031 -0.064 -0.37
Cl 0.91796 -2.73332 0.93271 0.043 -0.043 0.114 0.09
H 2.56915 -2.58941 -0.76601 -0.004 0.031 0.023 0.26
H 1.37871 -3.90641 -1.06992 -0.033 -0.005 0.019 0.27
```
Positions in Å, forces in eV/Å.

No. 5
The following is a quantum chemistry calculation of a single C6H10O molecule, from OMol25.

## Properties
SMILES string ... C[C@@H]1CC=C(O)C1
HOMO-LUMO gap ... 9.3 eV
ΔE to the lowest compared entry with this formula, charge and spin ... 19.7 kJ/mol
E_LUMO ... 0.8999 eV
E_HOMO ... -8.36 eV

Geometry as XYZ:
```
17
Properties=species:S:1:pos:R:3:forces:R:3:nbo_charge:R:1
C 1.92153 0.54782 -0.06995 0.041 0.021 0.053 -0.60
C 0.79875 -0.43100 -0.40609 0.031 -0.029 -0.056 -0.20
C 0.01638 -0.93042 0.83945 -0.037 -0.009 0.009 -0.46
C -1.29370 -0.20200 0.72979 0.286 0.146 -0.206 0.34
O -2.28014 -0.50532 1.61187 -0.119 0.201 0.132 -0.67
C -1.32661 0.66855 -0.28195 -0.135 -0.249 0.091 -0.34
C -0.25461 0.30644 -1.27148 0.037 -0.025 -0.141 -0.41
H 2.65502 0.12650 0.62513 -0.110 0.017 -0.055 0.21
H 1.50012 1.45772 0.37560 0.080 -0.137 0.007 0.21
H 2.44849 0.84112 -0.98583 -0.047 -0.040 0.172 0.21
H 1.21720 -1.28819 -0.94261 -0.026 0.131 0.021 0.20
H 0.51696 -0.64206 1.77505 -0.067 -0.072 -0.129 0.22
H -0.11223 -2.01866 0.87986 -0.013 0.125 -0.122 0.22
H -3.11202 -0.25246 1.19010 0.081 0.050 0.299 0.48
H 0.17195 1.14339 -1.82956 0.061 0.024 0.127 0.20
H -2.07428 1.43942 -0.42349 -0.190 -0.256 -0.177 0.21
H -0.69319 -0.37269 -2.01486 0.126 0.103 -0.024 0.20
```
Positions in Å, forces in eV/Å.

No. 6
The following is a quantum chemistry calculation of 2 unconnected molecules or ions with the total composition C6H8BrN, from OMol25.

## Properties
HOMO-LUMO gap (alpha / beta) ... 7.3 / 7.3 eV
ΔE to the lowest compared entry with this formula, charge and spin ... 465.5 kJ/mol
E_LUMO (alpha / beta) ... 0.1557 / 0.1559 eV
E_HOMO (alpha / beta) ... -7.18 / -7.18 eV

Geometry as XYZ:
```
16
Properties=species:S:1:pos:R:3:forces:R:3:nbo_charge:R:1
C 1.26791 -0.15488 -2.75082 0.650 1.638 1.277 -0.44
C 0.34721 -1.74797 2.31610 1.387 0.193 -0.639 -0.54
C 0.85634 0.67829 -1.79999 0.428 -0.621 -0.420 -0.02
C 0.68825 -0.71265 1.56326 -2.664 1.094 -0.716 -0.26
C -0.86669 0.51214 0.01608 4.077 -0.296 -1.660 0.53
C -2.11372 0.96668 0.63259 1.218 -1.298 1.153 -0.72
N -0.23896 0.67221 -1.02130 -2.704 0.147 1.977 -0.42
Br 2.22449 0.27940 1.41894 1.085 -0.035 -0.173 0.06
H 2.26150 0.10676 -3.04898 0.202 -0.307 -0.874 0.21
H 0.75530 -0.98822 -3.05698 -0.907 -1.956 -0.706 0.20
H 1.03435 -2.48901 2.78226 -0.608 0.812 -0.013 0.21
H -0.71051 -1.83497 2.32598 -0.775 -0.962 0.218 0.21
H 1.47660 1.52368 -1.69326 0.491 1.041 0.774 0.21
H -1.75222 1.70604 1.39411 -0.670 -1.280 0.193 0.27
H -2.73943 1.54487 0.00028 -0.700 0.034 -1.041 0.24
H -2.49042 -0.06238 0.92173 -0.510 1.796 0.649 0.26
```
Positions in Å, forces in eV/Å.